One molecule with the formula C7H10 in a non-equilibrium geometry. Source: the Open Molecules 2025 dataset; level of theory: ωB97M-V with the def2-TZVPD basis set.

LUMO energy = 1.2 eV
energy above the lowest of the compared OMol25 structures with the same formula, charge and spin = 4.415 eV
SMILES string = C1[C@@H]2C[C@H]2[C@@H]2C[C@H]12
energy = -7416.620 eV

Geometry (Å):
C 0.654 -1.288 0.341
C -0.617 -1.086 -0.505
C -1.891 -0.392 0.035
C -0.859 0.424 -0.758
C 0.136 1.034 0.186
C 1.568 1.543 0.381
C 1.286 0.127 0.043
H 1.232 -2.181 -0.019
H 0.437 -1.408 1.410
H -0.814 -1.781 -1.272
H -2.833 -0.626 -0.447
H -1.944 -0.223 1.132
H -1.173 0.749 -1.721
H -0.418 0.972 1.120
H 1.559 1.910 1.434
H 2.223 2.145 -0.300
H 1.453 0.082 -1.059

Here are the Löwdin charges for atoms 1 to 2, given in e: -0.09 -0.23